69
Properties=species:S:1:pos:R:3 method="wB97M-V/def2-TZVPD" energy_ev=-56860.2324 multiplicity=3 total_charge=+1 orbital_gap_ev="7.278 / 6.587"
Pd -0.131 1.216 1.261
C -2.962 2.633 1.231
N -2.054 2.089 2.248
C -1.623 3.150 3.175
C -2.617 0.977 2.984
C -3.919 0.996 3.448
C -4.439 -0.085 4.151
C -3.653 -1.207 4.390
C -2.344 -1.238 3.957
C -1.792 -0.143 3.268
N -0.521 -0.128 2.752
C 0.528 -0.896 3.189
C 0.671 -1.360 4.507
C 1.824 -2.007 4.902
C 2.855 -2.206 3.993
C 2.736 -1.750 2.685
C 1.591 -1.096 2.266
N 1.418 -0.618 0.922
C 0.618 -1.553 0.112
C 2.660 -0.279 0.230
H -3.832 3.137 1.663
H -3.301 1.830 0.579
H -2.412 3.363 0.639
H -2.475 3.567 3.724
H -1.143 3.945 2.605
H -0.908 2.744 3.888
H -4.544 1.858 3.261
H -5.462 -0.055 4.499
H -4.070 -2.063 4.902
H -1.749 -2.129 4.099
H -0.103 -1.145 5.230
H 1.930 -2.340 5.925
H 3.760 -2.713 4.300
H 3.549 -1.917 1.993
H 1.162 -2.491 -0.053
H 0.403 -1.093 -0.852
H -0.322 -1.770 0.614
H 3.249 -1.161 -0.044
H 3.266 0.372 0.858
H 2.403 0.249 -0.688
C 6.959 6.668 -1.948
C 5.850 5.645 -1.737
S 4.831 5.568 -3.198
O 5.604 4.980 -4.253
O 4.188 6.844 -3.368
C 3.537 4.399 -2.784
C 2.450 5.045 -1.941
N 1.424 4.070 -1.554
C 1.392 3.418 -0.373
N 0.353 2.595 -0.312
C -0.320 2.712 -1.492
C 0.332 3.619 -2.266
N -0.024 4.035 -3.594
O -1.069 3.600 -4.024
O 0.741 4.777 -4.180
C 2.388 3.600 0.715
H 7.588 6.712 -1.061
H 6.540 7.656 -2.129
H 7.579 6.390 -2.798
H 5.203 5.921 -0.901
H 6.246 4.640 -1.580
H 3.999 3.539 -2.295
H 3.144 4.083 -3.751
H 1.984 5.854 -2.492
H 2.852 5.456 -1.016
H -1.210 2.156 -1.728
H 3.404 3.403 0.367
H 2.150 2.900 1.515
H 2.357 4.613 1.119

---

106
Properties=species:S:1:pos:R:3 method="wB97M-V/def2-TZVPD" de_lowest_kj_mol=30.7 energy_ev=-103145.8302 total_charge=+2 orbital_gap_ev=6.970
Bi 0.065 -0.228 -0.675
C 1.409 -3.281 0.501
C 0.184 -3.129 1.380
N -0.955 -2.432 0.737
C -1.983 -2.239 1.794
C -3.306 -1.655 1.313
C -1.518 -3.250 -0.362
C -1.223 -2.653 -1.731
N -1.542 -1.227 -1.874
C -2.709 -0.847 -2.528
C -2.739 0.341 -3.268
F -1.638 1.131 -3.249
C -3.847 0.760 -3.977
F -3.771 1.903 -4.660
C -5.006 0.013 -3.995
C -5.010 -1.159 -3.267
F -6.102 -1.918 -3.235
C -3.905 -1.575 -2.544
F -4.007 -2.721 -1.848
H 2.187 -3.820 1.043
H 1.198 -3.850 -0.406
H 1.840 -2.318 0.212
H -0.152 -4.118 1.713
H 0.441 -2.572 2.283
H -2.169 -3.208 2.275
H -1.539 -1.603 2.560
H -3.995 -2.421 0.961
H -3.799 -1.140 2.138
H -3.164 -0.947 0.496
H -1.114 -4.267 -0.318
H -2.590 -3.334 -0.237
H -0.146 -2.777 -1.927
H -1.721 -3.243 -2.503
H -5.874 0.328 -4.555
S 3.436 -0.510 6.119
C 4.791 -1.541 6.039
C 4.911 -2.136 4.819
C 3.879 -1.752 3.931
C 2.990 -0.878 4.498
C 1.792 -0.314 3.883
C 1.688 -0.262 2.475
N 0.620 0.174 1.843
C -0.433 0.626 2.558
C -0.420 0.659 3.956
C -1.566 1.164 4.660
C -2.641 1.623 3.987
C -2.676 1.611 2.550
C -3.757 2.131 1.824
C -3.735 2.133 0.444
C -2.613 1.563 -0.178
N -1.592 1.043 0.482
C -1.588 1.087 1.840
C -4.825 2.677 -0.366
C -6.167 2.611 -0.115
C -6.941 3.236 -1.123
C -6.173 3.767 -2.115
S -4.508 3.512 -1.837
C 0.719 0.165 4.609
H 5.435 -1.649 6.897
H 5.703 -2.825 4.569
H 3.799 -2.127 2.919
H 2.521 -0.588 1.863
H -1.547 1.175 5.742
H -3.497 2.019 4.517
H -4.599 2.560 2.354
H -2.571 1.527 -1.256
H -6.589 2.109 0.745
H -8.019 3.289 -1.114
H -6.497 4.306 -2.990
H 0.736 0.147 5.693
N 0.432 -1.390 -4.178
C 1.185 -0.280 -4.136
N 1.971 -0.011 -5.165
C 2.657 1.129 -5.080
N 3.504 1.428 -6.060
N 2.537 2.023 -4.068
C 1.749 1.641 -3.094
N 1.088 0.484 -3.014
C 1.579 2.601 -1.963
C 2.192 3.842 -2.017
C 2.023 4.724 -0.963
C 1.256 4.327 0.119
C 0.683 3.068 0.098
N 0.823 2.218 -0.923
H 0.406 -1.888 -5.054
H -0.386 -1.398 -3.582
H 3.595 0.809 -6.846
H 4.000 2.302 -6.042
H 2.785 4.091 -2.884
H 2.485 5.701 -0.987
H 1.099 4.973 0.970
H 0.089 2.732 0.934
N 3.201 -0.348 -0.878
C 4.287 -0.672 -0.009
C 4.791 -1.966 0.035
C 5.853 -2.267 0.877
C 6.407 -1.287 1.687
C 5.885 -0.001 1.660
C 4.827 0.308 0.818
H 3.213 -0.945 -1.698
H 3.298 0.608 -1.203
H 4.379 -2.730 -0.615
H 6.257 -3.271 0.886
H 7.243 -1.521 2.332
H 6.309 0.770 2.288
H 4.433 1.318 0.788

---

12
Properties=species:S:1:pos:R:3 method="wB97M-V/def2-TZVPD" de_lowest_kj_mol=459.1 energy_ev=-6973.4342 orbital_gap_ev="9.959 / 7.807"
C 2.178 -1.597 -1.728
C 1.402 -0.523 -1.435
C 0.380 0.691 1.532
C -0.525 -0.013 0.595
F 1.877 0.709 -1.764
H 2.974 -1.412 -2.400
H 1.809 -2.624 -1.595
H 0.882 1.656 1.244
H 1.291 0.087 1.459
H 0.022 0.676 2.522
H -1.150 0.572 -0.010
H -0.692 -1.001 0.936

---

52
Properties=species:S:1:pos:R:3 method="wB97M-V/def2-TZVPD" de_lowest_kj_mol=726.4 energy_ev=-53434.1620 orbital_gap_ev=4.689
P -0.890 -0.424 2.796
P 0.310 -3.383 -0.193
C -0.201 -0.634 1.101
C -0.679 -1.882 0.341
H 0.889 -0.627 1.275
H -0.459 0.270 0.474
H -1.570 -2.302 0.827
H -0.946 -1.568 -0.669
C 1.582 -2.459 -1.165
H 2.413 -3.139 -1.333
H 1.937 -1.549 -0.676
H 1.154 -2.149 -2.134
C -0.722 -3.895 -1.663
H -0.355 -3.353 -2.528
H -1.771 -3.638 -1.516
H -0.639 -4.965 -1.889
C -0.046 1.070 3.395
H -0.076 1.091 4.497
H -0.603 1.937 3.001
H 1.000 1.114 3.044
C -2.609 0.085 2.714
H -3.164 -0.457 1.936
H -2.625 1.161 2.489
H -3.098 -0.071 3.686
Mg 1.015 1.383 -0.833
C 0.168 1.041 -2.844
C 1.535 1.137 -2.752
C 2.338 2.439 -2.572
C 1.703 3.649 -1.779
C 0.821 3.433 -0.537
C -0.421 2.814 -0.513
C -1.404 2.718 -1.675
C -0.825 2.157 -3.005
C -0.623 -1.789 3.922
H -0.278 0.070 -3.095
H 2.153 0.223 -2.767
H 2.691 2.837 -3.553
H 3.269 2.132 -2.051
H 2.589 4.172 -1.361
H 1.190 4.337 -2.484
H 1.211 3.923 0.379
H -0.854 2.526 0.452
H -1.867 3.702 -1.875
H -2.221 2.042 -1.351
H -1.701 1.772 -3.554
H -0.452 2.979 -3.641
H -1.170 -2.689 3.609
H -1.005 -1.483 4.905
H 0.429 -2.067 4.048
S 1.618 -3.418 1.665
C 0.826 -4.672 2.415
N 0.433 -5.599 3.038

---

86
Properties=species:S:1:pos:R:3 method="wB97M-V/def2-TZVPD" de_lowest_kj_mol=186.0 energy_ev=-157213.3702 total_charge=+2 orbital_gap_ev=5.460
Tl 0.949 0.259 0.537
C 4.507 -2.503 0.517
C 4.275 -3.314 1.619
C 3.225 -3.017 2.469
C 2.427 -1.917 2.201
N 2.649 -1.155 1.122
C 3.659 -1.441 0.297
C 1.357 -1.461 3.123
C 0.830 -2.194 4.173
C -0.090 -1.561 4.998
C -0.411 -0.226 4.790
C 0.162 0.430 3.709
N 0.982 -0.217 2.896
C 0.062 1.890 3.434
C -0.505 2.757 4.354
C -0.378 4.124 4.162
C 0.319 4.580 3.058
C 0.809 3.646 2.160
N 0.672 2.330 2.321
H 5.324 -2.690 -0.164
H 4.916 -4.161 1.823
H 3.053 -3.614 3.351
H 3.786 -0.797 -0.562
H 1.109 -3.221 4.344
H -0.534 -2.100 5.823
H -1.082 0.280 5.467
H -1.001 2.382 5.237
H -0.794 4.817 4.880
H 0.481 5.632 2.883
H 1.341 3.972 1.280
F -2.246 0.909 -6.514
C -1.909 1.076 -5.257
C -2.764 1.735 -4.388
F -3.916 2.207 -4.817
C -2.391 1.903 -3.061
F -3.227 2.578 -2.279
C -1.187 1.405 -2.566
P -0.782 1.753 -0.840
C -2.251 1.532 0.123
C -2.489 2.315 1.253
C -3.621 2.086 2.015
C -4.503 1.074 1.661
C -4.254 0.279 0.550
C -3.129 0.498 -0.215
C -0.230 3.459 -0.890
C 1.089 3.698 -1.287
C 1.534 4.996 -1.459
C 0.669 6.058 -1.228
C -0.643 5.823 -0.843
C -1.102 4.524 -0.677
C -0.319 0.787 -3.473
Br 1.420 0.264 -3.005
C -0.679 0.615 -4.795
F 0.135 0.026 -5.655
H -1.801 3.099 1.536
H -3.821 2.705 2.878
H -5.393 0.908 2.251
H -4.942 -0.510 0.281
H -2.933 -0.132 -1.073
H 1.765 2.871 -1.474
H 2.550 5.181 -1.778
H 1.016 7.074 -1.362
H -1.319 6.651 -0.685
H -2.136 4.350 -0.414
S -1.637 -3.524 1.814
C -1.210 -2.064 1.301
N -0.959 -0.952 0.987
O 1.209 -2.255 -0.839
C 1.742 -3.150 -1.493
C 2.122 -3.059 -2.939
C 0.827 -3.482 -3.676
C 0.170 -4.797 -3.219
C -0.488 -4.792 -1.824
C 0.493 -5.013 -0.665
N 1.808 -4.429 -1.001
H 2.930 -3.756 -3.172
H 2.432 -2.063 -3.236
H 1.053 -3.546 -4.741
H 0.097 -2.674 -3.555
H 0.885 -5.624 -3.295
H -0.606 -5.021 -3.954
H -1.248 -5.573 -1.784
H -1.014 -3.843 -1.682
H 0.655 -6.075 -0.482
H 0.126 -4.577 0.257
H 2.326 -5.039 -1.618

---

167
Properties=species:S:1:pos:R:3 method="wB97M-V/def2-TZVPD" energy_ev=-595427.1354 total_charge=-1 orbital_gap_ev=6.658
C -2.894 1.404 -5.719
C -2.097 0.770 -4.593
C -0.656 1.435 -4.033
C 0.200 1.258 -5.409
C 1.748 0.805 -5.343
O 2.104 -0.440 -4.918
F 2.942 1.599 -5.822
O -1.206 2.802 -3.725
P -1.196 3.299 -2.018
C -2.888 2.516 -1.576
C -4.082 2.628 -2.679
C -4.949 1.204 -2.837
N -6.428 1.463 -2.484
C -1.818 5.105 -2.330
S -3.333 5.679 -1.434
C -4.429 6.673 -2.585
C -5.858 7.130 -1.908
C -1.045 3.439 -0.102
C 0.323 3.705 0.663
C 1.662 2.824 0.298
Br 0.756 5.681 1.020
C 0.488 4.067 -2.510
C 0.668 4.760 -3.951
O 1.651 4.061 -4.833
C 1.391 6.263 -3.740
N 2.829 5.916 -3.298
O -0.597 1.673 -1.605
C -0.204 0.727 -2.622
F 1.273 0.650 -2.284
C -0.523 -0.906 -2.419
Br -0.523 -2.258 -3.941
C -0.792 -1.538 -1.082
C -0.784 -0.734 0.334
Br -1.180 -3.537 -0.940
H -3.939 1.915 -5.562
H -2.473 1.306 -6.815
H -2.594 -0.181 -4.120
H -0.324 0.480 -6.151
H 0.121 2.299 -5.989
H -3.349 2.908 -0.547
H -2.725 1.347 -1.388
H -3.786 3.098 -3.711
H -4.891 3.383 -2.225
H -4.958 0.801 -3.940
H -4.586 0.375 -2.075
H -6.900 1.682 -3.413
H -6.858 0.535 -2.214
H -0.983 5.920 -2.071
H -2.101 5.125 -3.490
H -4.657 6.034 -3.541
H -3.839 7.663 -2.851
H -6.610 6.247 -1.725
H -5.695 7.722 -0.885
H -6.369 7.879 -2.676
H -1.850 4.167 0.395
H -1.414 2.361 0.274
H 0.106 3.358 1.796
H 1.440 1.705 0.041
H 2.342 2.823 1.276
H 2.320 3.380 -0.524
H 1.290 3.184 -2.444
H 0.900 4.876 -1.735
H -0.251 4.996 -4.610
H 1.321 4.140 -5.775
H 0.870 6.862 -2.872
H 1.438 6.829 -4.763
H 3.512 6.272 -4.006
H 3.033 6.314 -2.353
H 0.108 0.027 0.479
H -0.793 -1.406 1.301
H -1.773 -0.069 0.406
Cl 1.664 -1.335 2.313
C 2.347 -2.957 2.593
C 1.312 -3.929 3.135
Cl 0.818 -3.527 4.799
H 3.199 -2.853 3.272
H 2.723 -3.313 1.629
H 1.731 -4.939 3.166
H 0.414 -3.952 2.511
Cl -11.298 0.416 0.264
C -9.881 -0.182 1.163
C -8.572 0.200 0.490
Cl -8.330 -0.665 -1.049
H -9.979 -1.267 1.269
H -9.929 0.263 2.161
H -7.730 -0.065 1.137
H -8.521 1.274 0.287
Cl 4.309 7.464 -0.489
C 5.397 6.233 -1.178
C 6.236 5.546 -0.112
Cl 7.446 6.642 0.601
H 6.024 6.718 -1.933
H 4.764 5.498 -1.684
H 6.787 4.711 -0.554
H 5.614 5.153 0.698
Cl 5.036 -0.733 1.098
C 4.371 -0.118 -0.437
C 5.449 0.466 -1.336
Cl 6.124 1.979 -0.681
H 3.599 0.620 -0.201
H 3.890 -0.965 -0.935
H 5.026 0.707 -2.316
H 6.275 -0.237 -1.485
Cl -0.342 -7.344 8.526
C 0.861 -6.089 8.914
C 1.328 -5.340 7.676
Cl 2.309 -6.365 6.599
H 1.696 -6.568 9.434
H 0.382 -5.394 9.610
H 1.958 -4.495 7.968
H 0.484 -4.951 7.098
Cl -7.064 -2.911 1.555
C -6.853 -4.370 0.555
C -5.440 -4.491 0.007
Cl -5.084 -3.243 -1.214
H -7.596 -4.341 -0.248
H -7.078 -5.228 1.195
H -5.314 -5.460 -0.485
H -4.691 -4.412 0.801
Cl 10.622 3.664 -1.703
C 9.942 2.095 -1.202
C 10.646 1.529 0.021
Cl 12.317 1.025 -0.337
H 10.003 1.412 -2.054
H 8.885 2.265 -0.977
H 10.117 0.640 0.376
H 10.679 2.255 0.840
Cl -1.702 -3.310 10.336
C -0.498 -2.055 10.724
C -0.032 -1.306 9.486
Cl 0.949 -2.331 8.409
H 0.337 -2.535 11.244
H -0.978 -1.361 11.420
H 0.599 -0.461 9.778
H -0.876 -0.917 8.908
Cl -4.936 -7.160 1.535
C -4.726 -8.619 0.535
C -3.313 -8.740 -0.014
Cl -2.956 -7.493 -1.235
H -5.469 -8.590 -0.268
H -4.951 -9.477 1.175
H -3.187 -9.709 -0.506
H -2.564 -8.661 0.781
Cl 7.237 -2.215 -2.074
C 8.308 -2.499 -0.678
C 8.182 -3.914 -0.137
Cl 6.604 -4.200 0.639
H 8.073 -1.752 0.087
H 9.331 -2.322 -1.023
H 8.946 -4.090 0.626
H 8.311 -4.661 -0.927
Cl -1.632 -0.910 3.796
C -3.354 -0.631 4.156
C -4.268 -1.303 3.144
Cl -4.175 -0.535 1.539
H -3.522 0.450 4.195
H -3.540 -1.040 5.153
H -5.309 -1.224 3.472
H -4.028 -2.364 3.026
Cl 2.941 -3.895 -1.805
C 3.624 -5.516 -1.525
C 2.590 -6.489 -0.982
Cl 2.095 -6.087 0.681
H 4.476 -5.413 -0.845
H 4.000 -5.872 -2.489
H 3.009 -7.499 -0.952
H 1.691 -6.512 -1.607